This record from the OMol25 dataset describes C32H38N4O2Pd as an isolated structure. The level of theory is ωB97M-V with the def2-TZVPD basis set.

Atoms and positions in Å:
1 Pd -0.13092 0.32621 0.00589
2 O 2.75082 3.14360 0.55772
3 O -3.74830 1.40159 -1.40247
4 N -1.87971 0.06514 -1.01759
5 N -0.45325 2.16749 -0.49359
6 N 1.65287 1.10464 0.57624
7 N -0.12262 -1.60181 2.48585
8 C 2.47934 -2.19755 -1.24350
9 C 4.22207 -0.57688 -2.08060
10 C -4.95608 -0.42805 1.20089
11 C 1.96973 0.84171 4.66398
12 C -3.44427 -1.69606 -0.34434
13 C 0.01049 -1.13520 1.43766
14 C 3.25593 2.78650 3.76895
15 C 3.15719 0.63567 2.45436
16 C 4.24559 -0.07067 2.95020
17 C -2.61307 -1.11764 -1.31511
18 C 4.93682 -0.97799 2.16385
19 C 4.53294 -1.19619 0.86050
20 C -1.70876 -1.07406 -3.74676
21 C 3.05438 -0.78469 -1.11618
22 C -0.21063 -0.97987 -3.47511
23 C -1.95212 3.78059 -1.26551
24 C -2.26790 0.25516 -4.25678
25 C -0.96939 4.73968 -1.04053
26 C -3.31219 -2.77129 -2.90488
27 C -4.13860 -3.35190 -1.95697
28 C 2.77679 0.42039 1.11985
29 C 2.41211 1.56665 3.38921
30 C -3.59348 -1.10582 1.04233
31 C 0.26861 4.38817 -0.50808
32 C -2.53509 -1.65649 -2.61196
33 C 3.45406 -0.50615 0.31751
34 C 0.50067 3.05413 -0.22511
35 C -2.57020 1.23501 -1.13187
36 C -4.19617 -2.81512 -0.68583
37 C -3.38914 -2.15777 2.13256
38 C 1.77215 2.44272 0.36318
39 C -1.65516 2.46190 -0.96978
40 H -1.17552 5.77657 -1.27044
41 H 4.17660 2.46454 4.25931
42 H 0.22840 -1.96911 -3.36525
43 H 3.10909 -2.91822 -0.71898
44 H -5.09462 0.34048 0.44279
45 H -3.35006 0.21416 -4.37783
46 H 2.81038 0.69593 5.34409
47 H -2.82552 -0.33356 1.15994
48 H -2.93218 4.02029 -1.65222
49 H 4.65371 0.41765 -1.96956
50 H 1.51273 1.91177 2.87294
51 H 2.71018 3.41903 4.47155
52 H 1.22192 1.42936 5.19724
53 H 3.51888 3.37484 2.89473
54 H 2.42424 -2.50235 -2.28837
55 H 1.05054 5.10572 -0.30611
56 H 2.28158 -0.06361 -1.39570
57 H 0.00458 -0.40819 -2.57186
58 H -2.04563 1.07127 -3.56947
59 H 4.55802 0.09381 3.97355
60 H -4.85156 -3.25815 0.05335
61 H 1.47245 -2.26704 -0.81872
62 H -5.76148 -1.15783 1.09682
63 H 0.28694 -0.48135 -4.30949
64 H -1.81697 -1.79953 -4.56028
65 H -3.26933 -3.18637 -3.90406
66 H 5.06194 -1.91687 0.25006
67 H 5.01539 -1.30740 -1.91530
68 H 1.55618 -0.14604 4.45232
69 H -0.16088 -2.07027 3.36656
70 H -4.74119 -4.21284 -2.21400
71 H -4.17167 -2.91671 2.10344
72 H -3.42751 -1.69324 3.12061
73 H -5.04428 0.03017 2.18750
74 H 3.87916 -0.69105 -3.11000
75 H -1.82027 0.50371 -5.22078
76 H 5.78409 -1.51549 2.56929
77 H -2.43384 -2.66982 2.02414

Charge   0
E_tot   -47337.4960 eV
Energy relative to the best compared isomer or geometry (same formula, charge and spin)   0.7354 eV

Atom charges from the Löwdin analysis, given in e for atoms 1 to 8: 0.97, 0.07, 0.07, -0.05, 0.00, -0.05, 0.19, -0.07



This record from the OMol25 dataset describes C32H38N5O2P2S3Y as an isolated structure. The level of theory is ωB97M-V with the def2-TZVPD basis set.

Atoms and positions in Å:
1 Y -1.04302 0.84482 0.16745
2 S -1.28147 3.77420 0.68707
3 S -0.52278 1.52351 -2.38181
4 S -3.67890 1.40801 1.33899
5 P -3.10576 3.08424 0.41482
6 P -0.15226 -2.11361 -0.26594
7 O -4.21755 4.23114 0.70913
8 O -3.32074 2.91297 -1.16504
9 N 1.83667 1.42319 -0.97822
10 N -1.42579 -1.26887 -0.11993
11 N -0.27604 0.92212 2.41247
12 N 1.09524 1.39205 0.18138
13 N 1.93264 1.08170 -3.23056
14 C 1.48060 -2.37412 -4.58537
15 C 1.19451 1.34359 -2.10155
16 C 3.08340 2.30259 1.35221
17 C -0.46367 -3.91055 -0.02432
18 C 1.93526 -2.61165 -2.23293
19 C 4.09692 2.31672 -3.07193
20 C -0.21585 -1.85023 -2.97165
21 C 2.50631 -1.45148 0.69019
22 C -4.20783 4.93870 1.95045
23 C 2.34784 -2.70416 -3.55332
24 C 0.94708 1.05302 4.91825
25 C -1.79841 -4.28300 0.09025
26 C 1.71529 1.68072 1.32720
27 C -4.10821 1.26270 -2.72095
28 C -1.14735 -6.57075 0.41750
29 C 0.52982 -4.87786 0.08578
30 C 3.11432 -1.83835 2.98936
31 C -2.14263 -5.61029 0.30771
32 C 0.64961 -2.17263 -1.92708
33 C 1.02586 1.37628 2.52757
34 C 3.37421 0.97457 -3.20640
35 C 0.18766 -6.20281 0.30570
36 C 1.63407 1.44964 3.80596
37 C -4.50948 2.32957 -1.72216
38 C 0.19312 -1.95026 -4.29269
39 C 1.81994 -2.26341 3.26189
40 C 3.44950 -1.42829 1.70875
41 C -4.94697 6.24745 1.75249
42 C 0.88520 -2.30518 2.24395
43 C 1.22149 -1.91617 0.94224
44 C -0.92000 0.54643 3.51915
45 C -0.37380 0.57808 4.78268
46 H -3.17530 5.12117 2.25373
47 H -4.83689 6.88010 2.63423
48 H 3.00960 3.35074 1.65670
49 H -5.12020 1.90472 -0.92421
50 H -3.41876 1.68271 -3.45360
51 H -4.68782 4.32078 2.71522
52 H 1.81255 -2.44308 -5.61483
53 H 0.96303 -6.95443 0.39699
54 H -0.94909 0.25643 5.63948
55 H -2.54251 -3.49685 0.01644
56 H 1.47953 1.32711 -4.09282
57 H -3.18389 -5.89583 0.39746
58 H 3.74950 1.78515 2.04438
59 H 1.41859 1.08984 5.89343
60 H 3.63607 0.33458 -2.36183
61 H 3.35322 -3.03917 -3.78176
62 H -4.99031 0.87230 -3.23127
63 H 3.50723 2.25983 0.35163
64 H -1.21414 -1.51675 -2.72170
65 H 3.93952 2.92951 -3.96215
66 H 2.65134 1.80661 3.88887
67 H -3.60057 0.44217 -2.20970
68 H -5.06491 3.13510 -2.20723
69 H 2.62326 -2.89271 -1.44380
70 H -1.40973 -7.60648 0.59760
71 H -1.94113 0.21051 3.37455
72 H 3.85395 -1.81370 3.78047
73 H 4.45332 -1.07454 1.50405
74 H -0.12685 -2.64385 2.43859
75 H -0.48848 -1.68859 -5.09278
76 H 2.77300 -1.10070 -0.29944
77 H -4.53033 6.76700 0.88973
78 H 3.69667 2.84461 -2.20747
79 H 3.68059 0.46589 -4.12388
80 H -6.00767 6.06705 1.57335
81 H 1.57291 -4.59185 0.00838
82 H 5.17027 2.16642 -2.93360
83 H 1.54641 -2.55612 4.26803

Charge   -1
E_tot   -97481.2088 eV
Energy relative to the best compared isomer or geometry (same formula, charge and spin)   0.6894 eV
Spin multiplicity   2

Atom charges from the Löwdin analysis, given in e for atoms 1 to 8: 0.88, 0.31, 0.55, 0.27, -0.21, 0.68, -0.35, -0.39